Here is a structure of composition C65H65BaBr2N9O6S2 from OMol25. Energies are from wB97M-V/def2-TZVPD.

Values from the calculation:
Net charge: -2
E: -256607.753 eV
Gap between HOMO and LUMO: 3.9922 eV

```
150
Properties=species:S:1:pos:R:3:forces:R:3
Ba -0.3860 -0.4312 0.3402 3.246 -2.477 0.583
O 2.2851 -0.5258 -3.8495 0.004 0.036 0.092
C 1.2519 -0.7906 -4.6577 -0.197 -0.032 0.009
C 1.3697 -0.4254 -6.0034 0.031 0.017 -0.064
C 0.3358 -0.6638 -6.8899 -0.036 -0.068 0.061
C -0.8399 -1.2752 -6.4533 0.040 0.037 -0.023
C -0.9646 -1.6286 -5.1184 0.045 0.086 -0.040
C 0.0600 -1.3926 -4.2009 0.258 0.159 0.160
C -0.1138 -1.6832 -2.7335 -0.515 -0.270 0.258
O 0.8317 -1.4436 -1.9194 -0.207 0.166 -0.637
N -1.3241 -2.1597 -2.4230 -0.038 0.249 -0.313
N -1.4944 -2.3231 -1.0786 -0.072 -0.855 -0.467
C -2.5892 -2.8437 -0.6927 -0.152 -0.107 0.141
C -2.8205 -3.1365 0.7334 0.109 0.004 0.064
C -4.0117 -3.7355 1.1322 -0.112 -0.083 -0.034
C -4.1815 -4.0788 2.4643 0.025 0.022 -0.014
C -3.1537 -3.8307 3.3579 -0.108 -0.039 -0.002
C -2.0063 -3.2130 2.8789 0.166 0.024 -0.206
N -1.8428 -2.8553 1.6074 -0.116 0.149 0.081
H 1.9893 -0.7634 -2.9263 -0.022 -0.029 -0.001
H 2.2889 0.0571 -6.3222 -0.069 -0.057 0.037
H 0.4458 -0.3744 -7.9305 -0.009 0.000 0.046
H -1.6552 -1.4592 -7.1457 0.073 -0.001 0.051
H -1.8758 -2.0784 -4.7467 0.052 -0.007 0.023
H -3.3700 -3.1267 -1.4011 0.041 -0.026 -0.079
H -4.7855 -3.9340 0.3964 0.068 0.026 0.075
H -5.1038 -4.5400 2.7995 0.031 -0.004 -0.026
H -3.2337 -4.1049 4.4034 0.029 0.045 -0.077
H -1.1706 -3.0048 3.5423 -0.054 0.043 -0.053
C -4.9498 5.4872 2.2120 -0.059 -0.002 -0.046
C -3.8837 6.5825 2.1287 0.074 -0.028 0.025
C -3.9991 7.4706 3.3768 -0.028 0.001 0.075
C -4.1722 7.4359 0.8858 -0.032 0.070 0.084
C -2.4661 5.9962 2.0680 -0.023 -0.163 0.031
C -1.3705 6.8539 1.8599 0.111 -0.010 -0.049
C -0.0653 6.3891 1.8470 -0.059 0.030 0.038
C 0.1659 5.0348 2.0738 -0.020 -0.014 -0.075
S 1.6446 4.1442 2.1802 0.096 -0.074 -0.012
C 0.7298 2.6672 2.5757 -0.244 0.191 -0.028
N -0.5512 2.8494 2.5689 -0.045 -0.110 0.015
C -0.9053 4.1598 2.2897 0.066 -0.214 -0.011
C -2.2182 4.6433 2.2696 -0.135 -0.026 0.049
C 1.4406 1.4375 2.9909 0.196 -0.340 -0.016
C 2.5301 1.6559 3.8521 -0.069 0.191 -0.027
C 3.1466 0.5867 4.4737 0.042 -0.103 0.008
C 2.6840 -0.6991 4.2084 0.044 -0.069 -0.062
C 1.6777 -0.9087 3.2715 -0.167 0.136 0.003
C 1.0013 0.1378 2.6024 0.283 0.801 0.961
H -5.9436 5.9483 2.2121 0.075 -0.047 0.015
H -4.8544 4.8932 3.1259 -0.010 0.061 -0.106
H -4.8927 4.8102 1.3528 -0.005 0.049 0.096
H -4.9995 7.9186 3.4377 0.118 -0.057 -0.007
H -3.2607 8.2778 3.3584 -0.065 -0.065 0.006
H -3.8303 6.8757 4.2796 -0.002 0.080 -0.056
H -5.1728 7.8802 0.9596 0.118 -0.052 -0.008
H -4.1392 6.8175 -0.0084 0.025 -0.046 -0.144
H -3.4490 8.2480 0.7694 -0.082 -0.080 0.008
H -1.5369 7.9162 1.7072 -0.005 -0.086 0.014
H 0.7593 7.0766 1.6850 -0.072 -0.064 0.005
H -3.0233 3.9294 2.4388 0.215 0.151 -0.035
H 2.8603 2.6718 4.0709 -0.037 -0.134 0.033
H 3.9749 0.7516 5.1571 -0.074 -0.001 -0.003
H 3.1313 -1.5496 4.7188 0.015 0.027 -0.078
H 1.4179 -1.9436 3.0334 0.162 0.160 -0.010
Br -1.1686 -0.1713 5.4620 -0.051 0.002 -0.072
C -2.1161 0.0978 3.8019 -0.001 -0.207 0.101
Br -4.0296 0.1803 4.0944 -0.033 0.035 -0.082
H -1.9207 -0.7376 3.1413 -0.036 0.007 0.162
H -1.7854 1.0225 3.3601 0.083 0.273 -0.019
C 5.2343 2.4969 -0.3162 0.074 0.006 -0.154
N 4.4550 2.8837 -1.4786 0.067 0.108 0.206
C 4.8057 3.8442 -2.4032 0.330 -0.203 0.439
C 3.7992 3.9569 -3.2622 -0.256 -0.036 -0.150
N 2.7828 3.0663 -2.8755 -0.133 -0.071 0.139
C 3.2099 2.3484 -1.7311 0.487 0.281 -0.259
S 2.6815 1.1077 -0.7649 -0.674 0.298 -0.468
C 1.5385 3.1107 -3.5784 0.354 -0.006 0.036
C 1.4304 4.0254 -4.6310 -0.191 0.170 -0.345
C 0.2502 4.0798 -5.3477 0.289 0.195 -0.035
C -0.7922 3.2490 -4.9984 -0.264 -0.126 0.080
C -0.5886 2.3986 -3.9276 -0.057 -0.326 0.191
N 0.5502 2.3192 -3.2338 -0.102 -0.206 0.192
H 6.0847 3.1735 -0.2342 -0.009 0.004 -0.042
H 5.5798 1.4659 -0.4070 -0.030 0.024 -0.021
H 4.6147 2.5551 0.5767 -0.020 0.019 0.022
H 5.7531 4.3579 -2.3728 -0.088 -0.074 0.016
H 3.7264 4.5868 -4.1281 0.195 -0.140 0.280
H 2.2368 4.6878 -4.9016 -0.313 -0.054 -0.103
H 0.1544 4.7756 -6.1732 0.025 -0.004 0.024
H -1.7397 3.2606 -5.5265 0.115 -0.052 0.074
H -1.3894 1.7327 -3.6164 0.150 -0.024 0.100
O -1.2251 1.6924 -0.1852 -1.179 1.723 -0.600
C -2.3962 1.2807 0.0254 -0.496 0.786 0.020
O -2.6894 0.3327 0.7909 -1.151 0.533 -0.126
C -3.5039 1.9492 -0.7736 0.173 -0.065 0.072
C -3.2354 3.1075 -1.4898 0.035 0.038 -0.104
C -4.2168 3.6769 -2.2928 0.104 0.053 0.087
C -5.4737 3.1053 -2.3660 -0.270 -0.020 -0.080
C -5.7289 1.9567 -1.6349 0.427 0.158 0.000
C -4.7576 1.3688 -0.8441 -0.372 -0.281 0.131
N -7.0619 1.3383 -1.7202 1.020 0.635 0.054
O -7.2596 0.3364 -1.1120 -0.036 -1.838 1.203
O -7.8993 1.8725 -2.3894 -1.081 1.164 -1.220
H -2.2412 3.5340 -1.4187 -0.026 -0.042 -0.016
H -3.9961 4.5634 -2.8722 -0.011 0.052 0.021
H -6.2601 3.5274 -2.9735 0.008 0.020 -0.043
H -4.9719 0.4627 -0.2914 0.086 0.044 0.017
C -0.7228 -6.6737 4.2567 -0.017 0.079 -0.070
C -0.3712 -6.0978 2.9011 0.093 0.101 -0.203
C -1.0841 -6.4881 1.7646 -0.017 -0.010 0.185
C -0.7461 -5.9470 0.5165 0.130 0.034 -0.110
C -1.5461 -6.3345 -0.7109 0.055 0.106 0.048
C 0.3022 -5.0498 0.4068 0.005 -0.151 -0.002
C 1.0588 -4.5902 1.5389 0.054 0.175 -0.416
C 0.6660 -5.1728 2.7885 -0.072 0.082 -0.267
N 1.9681 -3.5864 1.4905 0.178 -0.247 0.803
C 3.1776 -3.5938 0.7061 -0.438 -0.312 -0.367
C 4.1421 -4.7110 1.1795 0.054 0.068 -0.035
C 5.4975 -4.6479 0.4521 -0.170 0.019 0.007
C 5.2718 -4.8290 -1.0556 0.037 0.050 0.069
C 4.3392 -3.7245 -1.5669 -0.053 -0.019 -0.023
C 4.9969 -2.3608 -1.3244 -0.033 0.003 0.077
C 5.2284 -2.1742 0.1826 -0.130 -0.028 -0.013
C 6.1477 -3.2829 0.7096 0.010 -0.017 -0.044
C 3.8819 -2.2460 0.9194 -0.019 -0.016 -0.114
C 2.9933 -3.7888 -0.8234 0.194 -0.002 0.002
H -1.4927 -7.4490 4.1723 0.083 0.101 0.002
H -1.0969 -5.8923 4.9299 0.024 -0.083 -0.043
H 0.1587 -7.1163 4.7310 -0.062 0.020 -0.001
H -1.9114 -7.1947 1.8506 0.103 0.104 -0.001
H -1.2930 -7.3465 -1.0491 -0.025 0.066 0.023
H -1.3508 -5.6421 -1.5371 -0.029 -0.091 0.106
H -2.6216 -6.3175 -0.4954 0.091 -0.002 -0.034
H 0.5151 -4.6022 -0.5638 -0.139 -0.050 0.220
H 1.2116 -4.8479 3.6731 -0.021 -0.036 -0.054
H 3.6610 -5.6806 0.9994 0.014 0.026 0.041
H 4.2716 -4.6039 2.2629 0.021 -0.007 -0.030
H 6.1568 -5.4431 0.8220 0.008 -0.011 0.009
H 4.8292 -5.8148 -1.2473 0.019 0.063 0.002
H 6.2339 -4.7851 -1.5891 -0.072 -0.030 0.035
H 4.1748 -3.8627 -2.6436 -0.015 0.032 0.043
H 4.3455 -1.5592 -1.6964 0.076 -0.079 0.016
H 5.9513 -2.3023 -1.8702 -0.067 0.026 0.042
H 5.6920 -1.1955 0.3630 -0.025 -0.022 0.010
H 6.3044 -3.1476 1.7872 0.007 -0.003 -0.055
H 7.1337 -3.2343 0.2221 -0.084 0.007 0.020
H 3.2133 -1.4504 0.5682 0.063 -0.037 0.080
H 4.0179 -2.1036 1.9949 -0.008 0.047 -0.008
H 2.5184 -4.7614 -1.0054 0.118 0.111 -0.007
H 2.3207 -3.0081 -1.1880 -0.003 -0.089 -0.014
```
Positions in Å, forces in eV/Å.

Atomic partial charges in e from the Löwdin method, atoms 1 to 8: 1.904 0.031 -0.284 -0.034 -0.117 -0.119 -0.046 -0.074